Entry 1:
Entry from OMol25: one molecule with the formula C20H25NO5S at a distorted geometry (ωB97M-V/def2-TZVPD).

Frontier orbital gap in eV: 9.092
ΔE to the lowest compared entry with this formula, charge and spin in eV: 1.6990
HOMO in eV: -8.63
LUMO in eV: 0.46
Energy in hartree: -1606.2367
Structure (SMILES): COc1ccccc1S(=O)(=O)Cc1ccc(C(=O)NC2CCCCCC2)o1

CARTESIAN COORDINATES (ANGSTROEM)
S1 -2.00 -0.30 0.10
O1 0.15 -2.04 -0.72
O2 3.37 -3.26 0.12
O3 -1.94 -0.78 1.45
O4 -0.89 0.50 -0.36
O5 -4.72 -1.16 0.58
N1 2.57 -1.16 -0.23
C1 3.72 0.29 1.34
C2 1.05 -2.94 -0.29
C3 -5.86 0.95 0.09
C4 -5.91 -1.72 1.11
C5 0.42 -4.13 -0.03
C6 -4.50 2.78 -0.69
C7 4.69 1.45 1.53
C8 2.45 -2.50 -0.11
C9 3.32 1.81 -1.20
C10 3.81 -0.43 -0.01
C11 -0.95 -3.92 -0.29
C12 -1.06 -2.62 -0.72
C13 -2.19 -1.74 -1.04
C14 -5.74 2.25 -0.36
C15 -3.49 0.69 -0.13
C16 -4.73 0.14 0.20
C17 4.13 2.78 1.03
C18 -3.37 1.99 -0.57
C19 4.08 0.48 -1.21
C20 4.09 2.92 -0.49
H1 2.70 0.66 1.48
H2 -6.69 -1.79 0.34
H3 2.33 1.68 -0.75
H4 5.64 1.23 1.04
H5 3.16 2.12 -2.24
H6 -2.14 -1.32 -2.04
H7 0.89 -5.03 0.33
H8 -6.83 0.56 0.34
H9 3.88 -0.46 2.12
H10 3.62 3.88 -0.73
H11 4.74 3.59 1.43
H12 -1.74 -4.63 -0.19
H13 -4.42 3.80 -1.04
H14 -6.62 2.86 -0.44
H15 3.81 -0.09 -2.11
H16 1.74 -0.61 -0.36
H17 4.89 1.55 2.60
H18 -2.38 2.36 -0.80
H19 5.11 2.94 -0.87
H20 -5.63 -2.71 1.45
H21 4.59 -1.19 0.03
H22 -6.28 -1.13 1.95
H23 -3.15 -2.21 -0.84
H24 3.12 2.91 1.43
H25 5.15 0.68 -1.28

***

Entry 2:
Entry from OMol25: one molecule with the formula C4H8N4O at a distorted geometry (ωB97M-V/def2-TZVPD).

Frontier orbital gap in eV: 7.660
ΔE to the lowest compared entry with this formula, charge and spin in eV: 4.9728
HOMO in eV: -7.12
LUMO in eV: 0.54
Energy in hartree: -451.3355

CARTESIAN COORDINATES (ANGSTROEM)
O1 -1.43 0.70 3.02
N1 -1.78 1.08 0.74
N2 1.55 -1.17 0.41
N3 -2.12 1.03 -1.51
N4 -0.13 0.12 -0.52
C1 0.41 -0.48 0.61
C2 -1.33 1.49 1.93
C3 -1.39 0.76 -0.39
C4 2.57 -1.01 -0.58
H1 0.16 0.14 -1.48
H2 1.98 -0.78 -1.44
H3 -1.57 -0.18 2.73
H4 -1.98 0.44 -2.37
H5 -3.13 1.24 -1.50
H6 3.18 -1.85 -0.56
H7 1.81 -1.50 1.30
H8 3.19 -0.02 -0.39

***

Entry 3:
Entry from OMol25: C5H9NO as an isolated structure (ωB97M-V/def2-TZVPD).

Frontier orbital gap in eV: 9.172
ΔE to the lowest compared entry with this formula, charge and spin in eV: 7.7810
HOMO in eV: -8.25
LUMO in eV: 0.93
Energy in hartree: -325.6516

CARTESIAN COORDINATES (ANGSTROEM)
O1 1.23 -1.08 -1.00
N1 -0.44 -0.05 1.03
C1 0.19 0.90 0.12
C2 -1.23 1.00 -0.29
C3 2.35 -0.40 -0.43
C4 1.17 0.34 -0.88
C5 -2.05 -0.61 0.47
H1 -2.06 -1.27 1.35
H2 3.26 -0.40 -1.02
H3 0.61 1.74 0.67
H4 -2.96 -0.03 0.51
H5 -2.02 -1.21 -0.44
H6 -1.68 1.74 0.40
H7 -0.09 -0.95 0.70
H8 2.49 -0.58 0.64
H9 1.23 0.87 -1.82

***

Entry 4:
Entry from OMol25: a 2-piece molecular cluster, C4H6 overall at a distorted geometry (ωB97M-V/def2-TZVPD).

Frontier orbital gap in eV: 10.990
ΔE to the lowest compared entry with this formula, charge and spin in eV: 3.1462
HOMO in eV: -9.80
LUMO in eV: 1.19
Energy in hartree: -155.8471
Structure (SMILES): C#C.C=C

CARTESIAN COORDINATES (ANGSTROEM)
C1 0.92 -0.37 0.69
C2 -1.13 1.68 -1.17
C3 -1.41 1.18 -0.09
C4 0.86 -1.62 0.23
H1 0.90 0.40 0.01
H2 0.89 -2.60 0.67
H3 -0.83 2.64 -1.86
H4 0.98 -1.72 -0.90
H5 -1.82 0.54 0.76
H6 0.64 -0.13 1.65

***

Entry 5:
Entry from OMol25: C34H32ClN4O5PV as an isolated structure (ωB97M-V/def2-TZVPD).

Frontier orbital gap (spin up / spin down) in eV: 7.185 / 7.834
ΔE to the lowest compared entry with this formula, charge and spin in eV: 1.5346
HOMO (spin up / spin down) in eV: -8.35 / -8.36
LUMO (spin up / spin down) in eV: -1.17 / -0.53
Expectation value of S²: 0.764
2S+1: 2
Energy in hartree: -3655.7192

CARTESIAN COORDINATES (ANGSTROEM)
V1 0.98 0.11 1.97
Cl1 -0.53 2.84 0.63
P1 0.47 0.43 -1.30
O1 2.34 1.13 1.24
O2 0.45 3.04 4.89
O3 4.32 1.76 2.08
O4 -0.91 -0.03 1.93
O5 2.17 -0.86 3.05
N1 -0.72 -2.01 0.84
N2 -2.22 2.42 3.89
N3 0.59 -1.78 1.23
N4 1.01 1.45 3.39
C1 -0.92 -3.47 -3.34
C2 -2.67 3.60 -2.62
C3 2.72 -2.69 1.67
C4 2.36 2.00 3.46
C5 -1.43 -1.01 1.23
C6 0.43 -3.21 -3.16
C7 3.01 -1.78 2.65
C8 3.99 1.81 -3.97
C9 -2.29 2.59 -3.50
C10 -1.26 1.48 4.48
C11 -3.56 -2.00 0.37
C12 1.88 0.93 -2.38
C13 -1.36 1.65 -3.10
C14 3.13 1.62 2.21
C15 -0.79 1.67 -1.83
C16 -4.84 0.44 0.71
C17 0.83 -2.02 -2.57
C18 4.31 -1.79 3.40
C19 -3.51 0.31 1.07
C20 1.02 -4.06 0.44
C21 -1.46 -1.35 -2.36
C22 -2.12 3.66 -1.35
C23 -2.87 -0.91 0.89
C24 1.93 0.60 -3.74
C25 2.98 1.04 -4.53
C26 -1.86 -2.54 -2.94
C27 1.43 -2.78 1.10
C28 -5.53 -0.65 0.18
C29 2.90 1.69 -1.83
C30 -1.19 2.70 -0.97
C31 -4.89 -1.87 0.02
C32 0.13 2.04 4.27
C33 -0.11 -1.08 -2.16
C34 3.95 2.13 -2.63
H1 3.44 -3.46 1.44
H2 2.33 3.09 3.53
H3 -1.38 0.51 4.02
H4 -6.57 -0.54 -0.10
H5 -2.96 1.15 1.48
H6 4.85 -0.88 3.14
H7 1.86 -4.46 -0.12
H8 -3.04 -2.94 0.24
H9 2.88 1.93 -0.78
H10 -3.40 4.34 -2.92
H11 -2.21 -0.63 -2.05
H12 2.92 1.65 4.33
H13 1.18 -3.93 -3.47
H14 -1.37 1.37 5.56
H15 -5.43 -2.72 -0.38
H16 0.75 -4.78 1.21
H17 4.91 -2.65 3.15
H18 4.11 -1.76 4.47
H19 -2.71 2.55 -4.49
H20 -2.92 -2.73 -3.08
H21 4.81 2.15 -4.59
H22 4.74 2.72 -2.18
H23 0.17 -3.91 -0.22
H24 1.89 -1.82 -2.43
H25 -2.06 3.33 4.29
H26 3.01 0.78 -5.58
H27 -1.08 0.86 -3.79
H28 -2.40 4.43 -0.66
H29 -5.34 1.39 0.83
H30 1.16 -0.02 -4.18
H31 -1.23 -4.40 -3.81
H32 -3.17 2.14 4.12

***

Entry 6:
Entry from OMol25: a 2-piece molecular cluster, C2H7NO3 overall at a distorted geometry (ωB97M-V/def2-TZVPD).

Frontier orbital gap (spin up / spin down) in eV: 7.644 / 5.000
Charge: -1
ΔE to the lowest compared entry with this formula, charge and spin in eV: 1.7003
HOMO (spin up / spin down) in eV: -3.50 / -3.45
LUMO (spin up / spin down) in eV: 4.15 / 1.55
Expectation value of S²: 0.758
2S+1: 2
Energy in hartree: -360.7763

CARTESIAN COORDINATES (ANGSTROEM)
O1 -0.76 1.44 -1.61
O2 0.23 -0.46 2.12
O3 -1.65 0.48 0.34
N1 -0.06 -0.64 -0.80
C1 -1.12 0.35 -1.02
C2 1.23 0.03 -0.45
H1 2.02 -0.02 -1.20
H2 -0.18 -1.30 -0.05
H3 0.97 1.11 -0.19
H4 1.41 -0.42 0.55
H5 0.68 -0.72 2.94
H6 -1.83 -0.26 -1.64
H7 -0.95 0.41 1.00

***

Entry 7:
Entry from OMol25: a 2-piece molecular cluster, C4H14NO2 overall at a distorted geometry (ωB97M-V/def2-TZVPD).

Frontier orbital gap (spin up / spin down) in eV: 8.695 / 1.242
Charge: +2
ΔE to the lowest compared entry with this formula, charge and spin in eV: 3.8784
HOMO (spin up / spin down) in eV: -16.88 / -16.88
LUMO (spin up / spin down) in eV: -8.19 / -15.64
Expectation value of S²: 0.756
2S+1: 2
Energy in hartree: -365.1602

CARTESIAN COORDINATES (ANGSTROEM)
O1 -4.63 -0.47 -0.50
O2 1.40 0.59 -2.23
N1 1.02 -0.53 0.04
C1 -0.33 -0.15 -0.48
C2 1.43 -0.17 2.39
C3 1.78 0.26 0.90
C4 0.01 0.71 -1.76
H1 1.90 0.36 3.17
H2 -0.98 -1.01 -0.63
H3 -0.75 0.56 -2.55
H4 -5.50 -0.12 -0.62
H5 0.72 -1.50 0.33
H6 1.37 -0.61 -0.92
H7 0.37 0.00 2.49
H8 2.86 0.22 0.81
H9 -4.74 -0.92 0.33
H10 -0.09 1.73 -1.30
H11 1.64 1.35 0.74
H12 1.85 -1.17 2.57
H13 1.33 0.36 -3.14
H14 -0.66 0.53 0.34

***

Entry 8:
Entry from OMol25: a 7-piece molecular cluster, C48H46ClN3O14 overall at a distorted geometry (ωB97M-V/def2-TZVPD).

Frontier orbital gap in eV: 7.185
HOMO in eV: -8.95
LUMO in eV: -1.77
Energy in hartree: -3534.2574
Structure (SMILES): [H]/N=C\C[C@@](CCCCCN)(C/C(C)=N/[H])OC(=O)Cl.O=C1C=CC(=O)C=C1.O=C1C=CC(=O)C=C1.O=C1C=CC(=O)C=C1.O=C1C=CC(=O)C=C1.O=C1C=CC(=O)C=C1.O=C1C=CC(=O)C=C1

CARTESIAN COORDINATES (ANGSTROEM)
Cl1 4.79 1.17 -2.58
O1 -3.77 -8.46 -0.72
O2 -7.98 4.30 2.57
O3 -4.17 6.19 1.53
O4 4.46 4.81 -3.76
O5 -6.58 6.39 7.22
O6 4.56 -9.35 4.77
O7 -1.46 -0.24 -6.51
O8 -2.34 -3.90 1.55
O9 -1.70 1.36 -1.48
O10 -3.96 4.61 -3.52
O11 2.15 -6.95 0.72
O12 4.07 3.59 -8.89
O13 3.29 -0.59 -1.38
O14 5.14 -1.41 -2.47
N1 -1.07 -1.47 1.19
N2 4.09 -3.63 2.19
N3 4.17 -0.63 2.98
C1 4.37 4.53 -4.93
C2 2.65 -8.97 1.81
C3 -2.02 -7.07 -0.01
C4 -2.67 -4.95 1.03
C5 4.68 0.14 2.11
C6 -1.65 1.00 -2.64
C7 3.46 -0.91 0.07
C8 0.41 1.37 0.68
C9 -6.09 6.14 4.93
C10 3.25 -3.16 1.36
C11 5.43 1.40 2.50
C12 -7.66 4.78 3.63
C13 -4.10 -5.29 0.84
C14 -8.47 4.55 4.85
C15 -3.44 -7.42 -0.20
C16 -1.52 -0.84 -4.24
C17 -4.13 6.81 -0.74
C18 -4.01 3.99 -1.25
C19 -4.13 5.83 0.37
C20 4.16 3.87 -7.72
C21 1.88 1.00 0.54
C22 4.03 5.56 -5.95
C23 4.65 -0.13 0.63
C24 4.50 2.84 -6.71
C25 4.60 3.15 -5.42
C26 2.14 -0.49 0.68
C27 -1.66 -5.92 0.57
C28 -1.52 0.13 -5.36
C29 3.65 -2.44 0.10
C30 -6.90 5.92 6.15
C31 -4.46 -6.44 0.26
C32 -1.58 1.57 -5.02
C33 -4.07 6.41 -2.01
C34 3.93 5.25 -7.24
C35 4.06 -7.32 3.68
C36 4.01 -8.80 3.84
C37 -8.12 5.08 6.02
C38 -1.47 -0.11 1.56
C39 -1.65 1.98 -3.75
C40 -6.44 5.62 3.76
C41 2.70 -7.50 1.65
C42 -0.28 0.77 1.92
C43 -4.06 4.39 0.02
C44 -4.01 4.97 -2.36
C45 -1.58 -0.44 -2.98
C46 3.25 -9.57 2.83
C47 4.41 -0.51 -2.09
C48 3.46 -6.72 2.66
H1 6.24 1.62 1.82
H2 4.75 0.84 0.16
H3 -1.58 -1.13 -2.14
H4 -1.58 2.27 -5.85
H5 -1.87 -1.99 0.89
H6 -0.62 -5.65 0.72
H7 -0.71 1.56 2.53
H8 -4.06 3.69 0.85
H9 -8.69 4.93 6.93
H10 5.88 1.24 3.48
H11 -0.13 1.09 -0.22
H12 4.62 -6.78 4.43
H13 4.32 -0.25 3.91
H14 -3.96 2.95 -1.53
H15 4.85 2.42 -4.66
H16 3.49 -5.63 2.53
H17 5.58 -0.66 0.40
H18 -5.86 5.77 2.86
H19 -5.20 6.75 5.05
H20 -4.07 7.11 -2.84
H21 5.03 -3.42 1.89
H22 2.07 -0.81 1.71
H23 4.67 -2.70 -0.16
H24 -1.47 -1.89 -4.52
H25 -2.17 -0.13 2.40
H26 3.68 5.99 -7.99
H27 -4.17 7.85 -0.46
H28 -4.82 -4.57 1.18
H29 2.20 -3.33 1.59
H30 -1.70 3.02 -3.47
H31 3.04 -2.82 -0.71
H32 2.48 1.59 1.24
H33 4.67 1.84 -7.08
H34 0.33 2.45 0.77
H35 0.41 0.23 2.56
H36 4.76 2.25 2.57
H37 -2.02 0.32 0.72
H38 3.86 6.57 -5.58
H39 2.18 1.32 -0.46
H40 2.09 -9.52 1.06
H41 -1.29 -7.79 -0.35
H42 1.36 -1.02 0.14
H43 -0.68 -1.94 2.00
H44 -9.36 3.94 4.74
H45 -5.50 -6.72 0.11
H46 3.23 -10.65 2.97

***

Entry 9:
Entry from OMol25: a 2-piece molecular cluster, H4O2 overall at a distorted geometry (ωB97M-V/def2-TZVPD).

Frontier orbital gap in eV: 11.796
ΔE to the lowest compared entry with this formula, charge and spin in eV: 0.2910
HOMO in eV: -11.18
LUMO in eV: 0.62
Energy in hartree: -152.8642
Structure (SMILES): O.O

CARTESIAN COORDINATES (ANGSTROEM)
O1 -1.39 -0.19 -0.25
O2 1.63 -0.30 -0.09
H1 -1.77 -0.65 0.55
H2 -1.24 0.65 0.27
H3 0.73 -0.11 -0.40
H4 2.04 0.61 -0.08

***

Entry 10:
Entry from OMol25: a 2-piece molecular cluster, C22H28NO4PS2 overall at a distorted geometry (ωB97M-V/def2-TZVPD).

Frontier orbital gap in eV: 7.762
HOMO in eV: -7.56
LUMO in eV: 0.21
Energy in hartree: -2348.1364
Structure (SMILES): C=CCc1cc(OCCC)cc2c1N([PH2]=O)c1ccccc1S2.O=S1(=O)CCCC1

CARTESIAN COORDINATES (ANGSTROEM)
S1 -0.54 4.33 2.06
S2 1.64 -3.10 -2.70
P1 2.35 1.19 2.79
O1 0.30 -2.98 -2.15
O2 3.35 2.06 3.61
O3 2.48 -1.95 -2.94
O4 -4.01 0.48 0.10
N1 1.74 1.98 1.34
C1 -2.71 0.92 0.46
C2 1.23 4.63 1.56
C3 4.05 5.19 0.74
C4 2.33 -5.38 -3.89
C5 3.15 6.43 1.02
C6 1.68 6.12 1.47
C7 0.18 -1.64 2.66
C8 0.31 1.71 1.08
C9 -4.96 1.56 0.02
C10 1.05 -0.84 0.23
C11 -0.88 2.66 1.34
C12 1.55 -4.09 -4.19
C13 -1.53 -0.07 0.22
C14 -6.38 0.90 -0.42
C15 2.12 3.40 1.25
C16 -6.77 -0.36 0.50
C17 -0.04 0.28 0.52
C18 3.60 3.71 0.83
C19 -2.38 2.31 1.05
C20 1.07 -1.82 1.54
C21 2.54 -4.29 -1.72
C22 2.23 -5.63 -2.38
H1 3.13 0.05 2.33
H2 -7.63 -0.98 0.05
H3 3.38 -5.25 -4.17
H4 2.93 -6.40 -2.06
H5 -6.31 0.51 -1.51
H6 2.00 -3.54 -5.01
H7 -7.23 1.67 -0.33
H8 -3.18 3.09 1.28
H9 1.22 -5.95 -2.12
H10 -1.78 -1.12 -0.19
H11 2.08 -0.39 0.07
H12 0.66 -1.48 -0.65
H13 -7.13 0.02 1.53
H14 1.82 -2.69 1.65
H15 1.93 -6.22 -4.46
H16 3.60 -4.05 -1.80
H17 1.29 0.63 3.59
H18 3.55 7.49 0.90
H19 0.50 -4.29 -4.40
H20 5.14 5.40 0.45
H21 -0.96 -1.63 2.51
H22 2.21 -4.24 -0.68
H23 -4.70 2.35 -0.78
H24 0.93 6.95 1.73
H25 -5.92 -1.09 0.71
H26 4.31 2.85 0.61
H27 0.54 -1.44 3.72
H28 -5.14 2.05 1.05

***

Entry 11:
Entry from OMol25: one molecule with the formula C14H7Cl2NO3 at a distorted geometry (ωB97M-V/def2-TZVPD).

Frontier orbital gap in eV: 8.462
ΔE to the lowest compared entry with this formula, charge and spin in eV: 0.2526
HOMO in eV: -9.10
LUMO in eV: -0.64
Energy in hartree: -1738.5930
Structure (SMILES): O=C(O)c1ccc2nc(-c3cc(Cl)cc(Cl)c3)oc2c1

CARTESIAN COORDINATES (ANGSTROEM)
Cl1 2.10 5.19 -1.81
Cl2 5.72 0.97 -1.49
O1 -0.54 0.74 -0.18
O2 -4.79 -3.27 1.67
O3 -5.02 -1.02 1.77
N1 0.98 -0.86 0.03
C1 -0.19 -1.35 0.52
C2 0.75 0.36 -0.36
C3 -2.47 -0.55 0.68
C4 -2.89 -1.78 1.23
C5 3.09 0.79 -1.10
C6 1.80 1.21 -0.90
C7 1.51 2.56 -1.16
C8 -0.57 -2.55 1.12
C9 4.10 1.67 -1.48
C10 -1.11 -0.36 0.37
C11 3.79 3.04 -1.71
C12 2.49 3.48 -1.52
C13 -4.31 -1.98 1.61
C14 -1.94 -2.78 1.41
H1 3.34 -0.26 -0.95
H2 0.21 -3.34 1.14
H3 -3.16 0.33 0.55
H4 0.48 2.91 -1.06
H5 4.63 3.78 -1.91
H6 -2.22 -3.75 1.81
H7 -5.76 -3.18 1.70

***

Entry 12:
Entry from OMol25: one molecule with the formula C2H6O2 at a distorted geometry (ωB97M-V/def2-TZVPD).

Frontier orbital gap in eV: 10.464
ΔE to the lowest compared entry with this formula, charge and spin in eV: 3.7793
HOMO in eV: -9.51
LUMO in eV: 0.95
Energy in hartree: -230.1417
Structure (SMILES): CCOO

CARTESIAN COORDINATES (ANGSTROEM)
O1 -0.93 0.39 0.94
O2 -1.46 1.32 0.00
C1 0.67 -0.60 -0.72
C2 0.36 0.03 0.66
H1 -0.19 -0.93 -1.41
H2 1.14 0.80 0.89
H3 0.48 -0.90 1.22
H4 1.22 0.14 -1.19
H5 -2.41 1.31 0.13
H6 1.12 -1.57 -0.53

***

Entry 13:
Entry from OMol25: one molecule with the formula C18H18ClF2N3O2S2 (ωB97M-V/def2-TZVPD).

Frontier orbital gap in eV: 8.310
HOMO in eV: -8.39
LUMO in eV: -0.08
Energy in hartree: -2467.7512
Structure (SMILES): O=S(=O)(c1cccc(NC(=S)N2CCN(c3cccc(Cl)c3)CC2)c1)C(F)F

CARTESIAN COORDINATES (ANGSTROEM)
Cl1 -5.45 6.14 0.01
S1 -0.17 -0.46 4.17
S2 4.01 -3.36 -1.48
F1 2.75 -5.66 -1.29
F2 3.69 -4.99 0.55
O1 5.12 -2.76 -0.81
O2 4.04 -3.50 -2.90
N1 1.23 -0.88 2.01
N2 -1.98 2.43 0.16
N3 -0.44 0.76 1.83
C1 -4.25 5.09 -2.17
C2 1.36 -2.74 -1.74
C3 -4.37 5.05 -0.79
C4 -0.85 1.73 -0.39
C5 -2.75 3.27 -0.63
C6 -2.60 1.68 1.24
C7 -3.37 4.21 -2.77
C8 2.48 -2.63 -0.94
C9 0.16 -2.23 -1.27
C10 -3.63 4.17 -0.02
C11 0.17 1.47 0.73
C12 -1.59 1.47 2.36
C13 0.19 -0.16 2.58
C14 2.45 -2.03 0.30
C15 0.10 -1.62 -0.03
C16 1.25 -1.49 0.76
C17 -2.63 3.31 -2.02
C18 3.87 -5.11 -0.78
H1 -4.84 5.78 -2.75
H2 -1.97 2.63 -2.54
H3 4.74 -5.73 -0.99
H4 -3.26 4.22 -3.84
H5 -0.74 -2.33 -1.86
H6 -0.37 2.35 -1.14
H7 0.53 2.44 1.09
H8 1.02 0.91 0.33
H9 -3.47 2.21 1.62
H10 -1.14 0.77 -0.86
H11 -0.84 -1.26 0.35
H12 3.36 -1.97 0.88
H13 -2.93 0.69 0.87
H14 1.44 -3.22 -2.70
H15 -2.03 0.88 3.17
H16 1.86 -1.28 2.69
H17 -3.73 4.20 1.05
H18 -1.27 2.44 2.77